DFT (wB97M-V/def2-TZVPD) results for a gas-phase ion, C2H4ClN2S2 (charge +1) in a non-equilibrium geometry.

Results
* F_max: 0.0444 hartree/bohr
* energy above the lowest of the compared OMol25 structures with the same formula, charge and spin: 69.04 kcal per mole
* HOMO energy (spin up / spin down): -13.9 / -13.9 eV
* orbital gap (spin up / spin down): 5.9 / 5.9 eV
* DFT total energy: -1444.2587 Eh

Structure (ORCA input):
```
! RIJCOSX wB97M-V def2-TZVPD def2/J DEFGRID3
* xyz 1 1
C 0.36363 0.07216 -0.44054
C 0.31758 1.51610 -0.94427
N 0.80720 -0.95199 -0.90716
N -0.27386 -0.00400 0.93303
S 0.10053 -1.09764 2.17927
S -0.04468 -2.91365 1.31165
Cl -1.54508 -2.91767 -0.06208
H 0.59552 1.54752 -1.97864
H 0.88068 2.18038 -0.34271
H -0.67667 1.74287 -1.20350
H -0.52487 0.82592 1.45495
*
```


DFT (wB97M-V/def2-TZVPD) results for a molecular structure, C16H22AlAuClI2NO3S2 in a non-equilibrium geometry.

Results
* F_max: 0.1857 hartree/bohr
* HOMO energy (spin up / spin down): -20.4 / -20.3 eV
* orbital gap (spin up / spin down): 4.4 / 3.2 eV
* <S²>: 2.0089
* DFT total energy: -3131.7283 Eh

Structure (ORCA input):
```
! RIJCOSX wB97M-V def2-TZVPD def2/J DEFGRID3
* xyz 4 3
I -0.05103 -3.28610 1.07033
I 0.05836 -2.14481 -3.50783
Au 0.44592 0.49338 -2.54109
Al 0.35374 -0.72026 0.80832
S 1.64264 -1.13048 -1.12609
S -1.09605 -0.65243 -0.99989
C 2.18863 -0.00237 1.93344
C 3.51480 -0.84128 -0.98812
C -2.83862 0.18900 -0.78164
C 3.90225 -1.28202 -2.38939
C 3.84483 0.58461 -0.66160
C 3.98079 -1.83006 0.04755
C -3.44092 -0.05353 -2.17093
C -2.70274 1.64785 -0.38157
C -3.55907 -0.63432 0.26985
C 1.73949 1.63402 -3.40702
C -0.44398 2.03688 -3.34970
O 2.87090 0.13948 2.85209
O 2.41818 2.29226 -4.07610
O -0.97828 2.87608 -3.96206
H 3.53810 -0.59754 -3.15537
H 3.47716 -2.26542 -2.63750
H 4.99362 -1.34670 -2.44249
H 3.51074 1.27480 -1.43487
H 4.94192 0.67608 -0.66670
H 3.45466 0.90981 0.31077
H 3.64421 -1.60700 1.05970
H 5.07686 -1.88484 0.02443
H 3.61153 -2.84018 -0.16831
H -4.50511 0.24383 -2.12650
H -3.38361 -1.13924 -2.42021
H -2.92658 0.54909 -2.93891
H -3.73388 2.06300 -0.28544
H -2.14763 2.20783 -1.14504
H -2.13990 1.76832 0.56561
H -4.61544 -0.28871 0.32494
H -3.07941 -0.59337 1.26074
H -3.51089 -1.70422 0.00466
Cl -2.13237 3.29983 4.08650
C -1.73901 1.65575 3.75718
C -2.37872 0.64749 4.48509
C -2.11715 -0.63553 4.08859
C -1.29769 -0.86709 3.00561
N -0.66140 0.09920 2.33537
C -0.82748 1.41345 2.73241
H -3.10173 0.87542 5.25793
H -2.51719 -1.50387 4.55791
H -1.08179 -1.90231 2.66728
H -0.20166 2.17625 2.25810
*
```


DFT (wB97M-V/def2-TZVPD) results for a molecular structure, C46H58N3OP2RuS3 in a non-equilibrium geometry.

Results
* F_max: 0.0365 hartree/bohr
* energy above the lowest of the compared OMol25 structures with the same formula, charge and spin: 34.56 kcal per mole
* HOMO energy (spin up / spin down): -11.6 / -11.5 eV
* orbital gap (spin up / spin down): 5.6 / 5.8 eV
* <S²>: 0.7611
* DFT total energy: -3998.8839 Eh

Structure (ORCA input):
```
! RIJCOSX wB97M-V def2-TZVPD def2/J DEFGRID3
* xyz 2 2
Ru -0.15714 0.38354 -0.19637
C -0.30165 3.85020 -2.87812
C 1.10990 3.59285 -2.33598
C 1.86130 4.92413 -2.24942
P 1.07994 2.58000 -0.78003
C 0.98638 3.69122 0.70813
C -0.21626 4.64043 0.62207
C 2.26664 4.45682 1.03985
C 2.74348 1.90766 -0.66709
C 3.87442 2.32980 -1.36020
C 5.13340 1.82283 -1.06256
C 6.37084 2.35293 -1.74236
C 5.21170 0.81711 -0.10360
C 4.08502 0.38533 0.57971
C 2.84067 0.96084 0.33078
N 1.67150 0.62229 1.03839
C 1.72764 0.33643 2.39521
C 2.68839 0.90898 3.24299
C 2.71502 0.60494 4.58951
C 1.80684 -0.29316 5.15438
C 1.86973 -0.66720 6.61505
C 0.83159 -0.81509 4.32713
C 0.77025 -0.48742 2.96584
P -0.29820 -1.18450 1.71335
C 0.55047 -2.77795 1.31807
C 1.92039 -2.53122 0.68513
C 0.65466 -3.68757 2.53952
C -1.96536 -1.76020 2.34678
C -3.12082 -0.94830 1.73632
C -2.15618 -1.80742 3.86051
H -0.23824 4.41998 -3.80732
H -0.90120 4.42889 -2.17124
H -0.82771 2.92972 -3.09589
H 1.62441 2.92957 -3.03851
H 1.28711 5.66187 -1.68972
H 1.99228 5.30847 -3.26262
H 2.84485 4.84282 -1.79478
H 0.81145 2.97595 1.51431
H -0.02554 5.45959 -0.07112
H -0.40898 5.08435 1.60111
H -1.12371 4.12813 0.29588
H 2.47713 5.23165 0.30438
H 3.13431 3.80107 1.10579
H 2.13580 4.94301 2.00872
H 3.80621 3.08983 -2.12873
H 6.17341 3.29790 -2.24669
H 6.73792 1.64444 -2.48884
H 7.17317 2.50565 -1.02107
H 6.17268 0.36640 0.11655
H 4.15909 -0.41586 1.30447
H 3.39069 1.62314 2.83221
H 3.45652 1.07803 5.22375
H 2.86236 -0.48655 7.02297
H 1.61733 -1.71718 6.76222
H 1.15966 -0.07622 7.19816
H 0.11488 -1.49530 4.75912
H -0.08780 -3.24926 0.57957
H 2.63334 -2.18714 1.43600
H 1.87213 -1.79596 -0.11625
H 2.30621 -3.46240 0.26375
H 1.24644 -3.22634 3.33105
H 1.15568 -4.61122 2.24250
H -0.32408 -3.95755 2.94061
H -2.02028 -2.77644 1.94310
H -2.90323 -0.60947 0.73141
H -3.34062 -0.07524 2.35315
H -4.02445 -1.56067 1.69952
H -1.99229 -0.83005 4.31500
H -1.51171 -2.53918 4.34264
H -3.18785 -2.09997 4.06569
C -1.60212 2.12117 2.77706
C -2.34218 2.23144 1.48733
N -2.00342 1.63952 0.37182
C -2.84624 1.95687 -0.67077
C -3.84229 2.80970 -0.33986
S -3.73803 3.21362 1.31723
C -2.49517 1.42477 -1.97141
C -3.12725 1.55147 -3.16122
S -2.16415 0.88831 -4.41021
C -0.95376 0.45837 -3.28479
N -1.28030 0.78485 -2.05779
C 0.34258 -0.16669 -3.67319
H -0.82233 1.36700 2.69281
H -2.27328 1.86291 3.59710
H -1.13729 3.07630 3.02953
H -4.61489 3.23349 -0.96299
H -4.08336 2.00664 -3.37084
H 0.56850 0.01799 -4.72207
H 0.31238 -1.24206 -3.50353
H 1.13927 0.24139 -3.04860
O -0.62479 -1.74479 -1.27944
S -2.06160 -2.26555 -1.25435
C -2.64370 -2.30121 -2.94336
C -3.93051 -1.85336 -3.19724
C -4.43289 -1.95036 -4.49016
C -3.64701 -2.48119 -5.50164
C -2.35447 -2.92856 -5.23222
C -1.84788 -2.84445 -3.94683
C -1.93777 -4.03507 -1.03522
C -0.73953 -4.70799 -1.20987
C -0.71042 -6.07979 -1.00107
C -1.86156 -6.75412 -0.61381
C -3.05764 -6.06607 -0.44899
C -3.10005 -4.69554 -0.65845
H -4.53561 -1.44431 -2.39484
H -5.44195 -1.61914 -4.70081
H -4.04800 -2.57207 -6.50281
H -1.75147 -3.36738 -6.01661
H -0.85411 -3.20811 -3.71161
H 0.15463 -4.16817 -1.49835
H 0.21828 -6.62042 -1.13212
H -1.83006 -7.82191 -0.44051
H -3.95447 -6.59054 -0.14795
H -4.02601 -4.14376 -0.53119
*
```